1.
{"formula": "C29H33Cl2N2O7PSSi", "method": "wB97M-V/def2-TZVPD", "e_tot_ha": -3709.70868, "total_charge": 0, "smiles": "CCC(=O)OCCc1c(P(N)O)ccc2c1Sc1cc(/C(Cl)=C(/C)Cl)ccc1N2[Si](C)(C)C.O=C1C=C(O)C(=O)C=C1O", "homo_energy_ev": -8.102, "symbols": ["C", "C", "C", "O", "O", "C", "C", "C", "C", "P", "N", "O", "C", "C", "C", "C", "S", "C", "C", "C", "C", "Cl", "C", "C", "Cl", "C", "C", "C", "N", "Si", "C", "C", "C", "H", "H", "H", "H", "H", "H", "H", "H", "H", "H", "H", "H", "H", "H", "H", "H", "H", "H", "H", "H", "H", "H", "H", "H", "H", "H", "H", "H", "H", "O", "C", "C", "C", "O", "C", "O", "C", "C", "O", "H", "H", "H", "H"], "xyz": [[2.487069, -6.086641, 3.913894], [1.109414, -5.941342, 4.807882], [-0.224995, -6.079211, 3.823290], [-1.341457, -6.569058, 4.369751], [-0.079664, -5.670610, 2.416661], [-1.022159, -4.603292, 2.043598], [-1.346048, -3.520127, 3.236684], [-2.123714, -2.176601, 2.614132], [-3.786766, -2.015304, 2.679773], [-4.949178, -3.363939, 3.419495], [-4.997398, -3.053865, 5.174827], [-4.241540, -4.928914, 3.043806], [-4.537681, -0.643045, 2.093149], [-3.689614, 0.580550, 1.385065], [-2.052142, 0.423166, 1.269964], [-1.316153, -0.940384, 1.900791], [0.582082, -0.959335, 1.678360], [0.771093, -0.247675, -0.085908], [1.849344, -0.864264, -1.157883], [1.917834, -0.222065, -2.697865], [2.946423, -0.816737, -3.873298], [4.748325, -0.404404, -4.006665], [2.283863, -1.776902, -4.844630], [3.043399, -2.498997, -6.105561], [0.452199, -2.170674, -4.631905], [0.889656, 1.035390, -3.019976], [-0.183616, 1.644641, -1.936924], [-0.279456, 1.010797, -0.419496], [-1.295592, 1.531041, 0.573302], [-0.617908, 2.750252, 1.705877], [-0.407850, 2.157234, 3.525093], [-1.916685, 4.223122, 1.761876], [1.036152, 3.562292, 1.084056], [2.642448, -7.210118, 3.565266], [2.499402, -5.407003, 2.959086], [3.385932, -5.756765, 4.598426], [1.079197, -6.835033, 5.583510], [1.137548, -4.901149, 5.353627], [-2.030151, -5.096680, 1.642580], [-0.488723, -3.982648, 1.174606], [-2.015703, -3.960406, 4.114298], [-0.298840, -3.208116, 3.700923], [-5.310191, -2.040179, 5.254638], [-4.015466, -3.049119, 5.562320], [-4.343763, -5.529144, 3.840176], [-5.715562, -0.483958, 2.156106], [-4.252523, 1.545627, 0.970980], [2.556188, -1.781009, -0.885562], [2.273478, -2.730840, -6.988191], [3.907547, -1.867933, -6.579662], [3.515671, -3.558216, -5.832903], [0.905396, 1.498483, -4.097937], [-0.936723, 2.525607, -2.202481], [0.573219, 1.553957, 3.735290], [-0.363222, 3.109250, 4.239217], [-1.400051, 1.586879, 3.814294], [-2.462621, 4.233449, 2.821948], [-2.777025, 4.062699, 0.957288], [-1.394015, 5.278922, 1.669654], [1.951456, 2.824422, 1.075943], [0.964314, 4.023097, 0.008555], [1.324912, 4.443637, 1.825423], [2.418164, 2.977721, -4.536826], [2.130462, 4.148346, -4.760152], [1.635314, 4.599046, -6.070227], [1.346942, 5.884035, -6.285371], [0.878597, 6.314015, -7.513364], [1.517599, 6.904585, -5.215097], [1.261747, 8.081126, -5.448443], [1.989637, 6.450483, -3.897959], [2.274774, 5.164950, -3.681577], [2.716435, 4.730227, -2.445423], [1.518081, 3.846978, -6.839894], [0.745626, 7.282313, -7.417338], [2.092141, 7.200330, -3.123657], [2.855116, 3.763032, -2.543304]], "forces_ev_per_a": [[0.240, -0.095, 0.242], [0.536, -0.622, -1.481], [-3.952, -1.932, 2.691], [6.469, 3.218, -3.916], [-0.849, 0.290, 3.841], [-1.448, 1.076, -1.060], [-0.059, 0.727, -0.056], [-1.573, 3.209, -1.625], [3.053, 2.919, -1.441], [-0.970, 0.300, -1.130], [2.126, 0.700, -0.642], [-0.361, 1.596, 2.488], [3.667, 0.077, -0.460], [2.062, -3.572, 1.572], [-2.990, -2.506, 1.373], [-3.065, 0.507, -0.414], [-1.848, 0.705, -1.765], [-0.492, 1.401, -2.873], [-2.323, 2.763, -1.403], [-1.849, 1.782, 2.779], [-4.276, -2.730, -1.684], [-2.816, -0.589, 0.274], [2.730, 2.413, 1.853], [-0.520, -0.675, -0.533], [2.990, 0.582, -0.358], [-0.134, -1.476, 2.902], [2.008, -3.119, 1.488], [2.727, -1.553, -3.544], [1.508, -3.327, -0.124], [0.271, 2.134, 0.757], [-0.210, 0.205, 1.306], [-1.203, 0.417, 0.667], [1.285, 0.377, -0.333], [-0.334, 2.434, 0.801], [-0.239, -1.287, 1.947], [-1.707, -0.811, -1.400], [-0.230, 2.105, -1.611], [-0.449, -2.067, -1.126], [2.209, 1.210, 0.961], [-1.148, -1.561, 1.900], [1.453, 0.848, -2.126], [-2.233, -0.397, -0.984], [0.300, -1.648, -0.212], [-1.237, 0.036, -0.223], [0.270, 0.877, -1.237], [2.863, -0.706, -0.087], [1.496, -2.394, 0.992], [-1.817, 2.261, -0.507], [1.516, 0.680, 2.154], [-1.744, -0.886, 1.298], [-1.133, 2.368, -0.192], [-0.035, -1.167, 2.480], [1.912, -2.142, 0.486], [-2.089, 0.848, -0.442], [-0.123, -1.863, -1.617], [2.182, 0.836, -0.363], [1.107, -0.049, -2.212], [1.925, 0.616, 1.575], [-1.144, -2.163, -0.071], [-1.784, 1.323, 0.005], [0.054, -0.859, 2.001], [-0.719, -1.803, -1.463], [0.039, 1.011, 0.010], [0.011, -0.797, -0.585], [0.112, -0.305, 0.278], [-0.614, 0.060, -1.848], [0.597, 0.163, 1.919], [-0.001, 1.015, 0.560], [0.094, -0.945, -0.135], [-0.139, 0.292, -0.267], [0.591, -0.112, 1.876], [-0.564, -0.131, -1.964], [0.019, 0.040, 0.036], [0.063, -0.383, -0.038], [0.001, -0.046, -0.057], [-0.065, 0.298, 0.100]], "mulliken_charge": [-0.860, -0.300, 0.552, -0.575, -0.325, -0.115, -0.637, 0.006, 0.173, 0.180, -0.656, -0.432, -0.627, -0.536, -0.394, 0.567, -0.220, 0.578, -0.458, 0.021, -0.157, -0.183, 0.338, -0.932, -0.177, -0.077, -0.602, -0.110, 0.286, 0.558, -0.900, -1.093, -0.803, 0.269, 0.225, 0.302, 0.283, 0.235, 0.218, 0.222, 0.296, 0.356, 0.330, 0.303, 0.305, 0.229, 0.260, 0.276, 0.294, 0.299, 0.253, 0.347, 0.263, 0.254, 0.309, 0.253, 0.291, 0.249, 0.317, 0.246, 0.156, 0.279, -0.541, 0.910, -1.010, 0.442, -0.569, 0.848, -0.609, -0.818, 0.354, -0.557, 0.449, 0.348, 0.438, 0.309]}

***

2.
{"formula": "C4H7NO", "method": "wB97M-V/def2-TZVPD", "e_tot_ha": -286.54116, "total_charge": 0, "relative_energy_kcal_mol": 56.78, "smiles": "C[C@H]1COC=N1", "homo_energy_ev": -9.550, "symbols": ["C", "C", "C", "O", "C", "N", "H", "H", "H", "H", "H", "H", "H"], "xyz": [[0.939708, 1.339614, -0.166996], [0.461746, -0.110041, -0.203928], [-0.061530, -0.785457, 0.996377], [-1.739626, -0.794526, 0.587366], [-1.604191, -0.639283, -0.733366], [-0.479455, -0.365386, -1.281231], [1.385301, 1.578078, -1.140066], [1.705721, 1.482770, 0.605700], [0.122993, 2.045989, 0.000875], [1.353674, -0.757008, -0.166169], [0.411672, -0.403867, 1.934273], [-0.004416, -1.865011, 0.944534], [-2.491597, -0.725874, -1.377368]], "forces_ev_per_a": [[-0.139, -0.041, 0.079], [1.135, -0.643, 0.184], [-2.522, 0.019, 0.087], [2.003, 0.588, 0.876], [0.541, 0.223, -0.278], [-0.236, -0.059, -0.022], [-0.094, -0.077, 0.222], [-0.179, -0.024, -0.123], [0.001, -0.108, 0.042], [0.563, 0.292, -1.547], [-1.616, -0.019, -0.219], [0.387, -0.046, 0.010], [0.155, -0.105, 0.688]], "nbo_charge": [-0.611, -0.140, -0.057, -0.531, 0.389, -0.510, 0.230, 0.205, 0.213, 0.207, 0.217, 0.198, 0.190]}